1.
112
Properties=species:S:1:pos:R:3:forces:R:3:mulliken_spin:R:1 method="wB97M-V/def2-TZVPD" multiplicity=4 total_charge=0 homo_ev="-6.542 / -6.671" s2=3.762 gap_ev="6.8831 / 7.0080"
V -18.694501 -1.927629 -5.975804 0.5597 -0.0514 -0.1903 2.486
Cl -19.243985 -0.795999 -1.390137 -0.5494 -0.0706 0.0590 0.000
Cl -18.888110 -3.737997 -1.370097 -0.4208 -0.5501 -0.3054 0.000
S -18.774101 2.677026 -6.230114 0.9714 0.0775 0.0692 0.006
S -17.505267 -8.555277 -4.379460 -0.0958 0.2439 -0.1763 0.000
P -21.077300 -2.084518 -5.163267 -0.0636 -0.2191 0.5286 0.258
P -16.860763 -3.288656 -7.092119 -0.5664 1.0086 -0.7075 0.198
O -16.535120 -1.160222 -3.176622 -0.1663 0.0313 0.9954 0.003
O -18.163698 -2.394075 -4.049616 0.0736 0.3476 0.9474 -0.088
N -19.661412 -2.888201 -7.460720 -1.6412 0.2102 -0.6379 -0.095
N -18.195011 0.214316 -6.226018 0.6556 -0.6257 -0.0616 0.023
N -19.594935 -7.933670 -2.958303 0.4422 0.5410 -1.3072 0.000
N -20.026979 -8.217722 -5.237888 -1.4079 0.9461 3.0137 0.000
N -17.379957 1.240352 -4.309834 -0.2767 2.5190 -0.5052 0.019
N -18.806053 0.442401 -7.420470 -0.1745 0.6699 -0.2714 0.037
C -19.124102 1.681207 -7.604788 -1.0251 -0.6316 -0.2470 0.012
C -20.157294 -9.982492 -6.806691 0.7654 -2.0158 -2.2277 0.000
C -21.463486 -3.685634 -4.332573 1.4744 -0.5499 1.6365 -0.071
C -21.288373 -2.288531 -9.185004 -0.6585 0.0275 0.5795 -0.001
C -23.491310 -1.496318 -8.511231 0.8764 0.8238 -1.5912 0.007
C -23.058982 -1.529165 -7.189094 -2.6840 -0.8155 -0.2146 0.014
C -17.526868 -1.880822 -3.073346 -0.7490 -1.0476 -1.2805 0.021
C -18.175692 -2.206328 -1.673758 0.9614 1.7646 -0.9490 0.002
C -21.834064 -0.816090 -4.033477 0.5908 0.9901 -2.2428 -0.028
C -20.277348 -4.677053 -4.564789 -0.8135 0.8937 -1.7443 0.115
C -21.008606 -6.983934 -1.159830 0.6627 1.4180 0.6305 0.000
C -19.310889 -4.083573 -8.017023 0.4836 -1.4090 -0.2966 0.019
C -17.725164 -7.735743 -9.981063 -1.5699 -0.6612 0.1415 0.000
C -19.961926 2.105396 -8.814673 0.7458 0.5761 1.2290 0.002
C -19.754226 -8.598083 -6.561428 2.3665 0.2324 -0.2077 0.000
C -24.935060 -1.000538 -8.845171 1.3807 -1.8353 1.1668 -0.001
C -16.508332 -5.035295 -5.048683 1.1027 -0.8949 -0.6579 0.035
C -17.941017 1.288850 -5.536250 -0.9998 -0.5206 0.7941 0.057
C -20.955141 -2.394062 -7.842864 1.0662 -1.0355 0.9776 -0.049
C -17.506701 -5.621827 -8.573821 0.1667 -0.7393 -0.9235 0.007
C -15.228300 -1.309082 -8.276380 0.6204 -0.3573 -0.5788 0.013
C -20.175829 -5.017173 -8.686110 0.5938 1.8405 1.4013 0.005
C -17.947792 -4.503451 -7.909865 -0.6060 0.5681 0.1200 -0.088
C -23.146757 -1.039648 -3.402439 -0.9577 -1.1567 1.1941 0.005
C -21.862439 -2.101917 -6.823609 0.6312 0.9269 0.3409 -0.046
C -21.911019 0.395155 -4.975284 0.9196 1.1173 0.4041 0.033
C -20.918195 -7.845412 -2.399996 0.7547 1.0215 0.6178 0.000
C -19.665211 -6.155924 -9.222797 -1.6237 -1.5214 -1.6584 0.005
C -14.465106 -4.737580 -6.692961 0.5781 -0.6226 2.5566 0.002
C -19.147138 -8.178574 -4.219967 0.0892 -0.7707 -0.2324 0.000
C -20.867730 0.985891 -9.213292 -0.3901 -0.0446 -1.5834 -0.002
C -22.558678 -1.892108 -9.530789 -2.1409 0.8806 -0.1713 0.003
C -18.339413 -6.516230 -9.277653 1.4836 0.4417 0.3078 0.001
C -16.004384 -2.572067 -8.606852 0.5758 -1.2005 -0.3355 -0.024
C -15.686951 -4.071433 -5.946289 1.1127 -0.9548 -1.1818 0.005
C -22.836136 -4.242882 -4.625272 -0.7443 0.3251 1.7219 0.001
C -17.116882 -2.176314 -9.597638 0.6907 -1.0367 -0.6962 0.034
H -14.374980 -1.476679 -7.626500 0.2259 0.0573 -0.0409 0.004
H -20.468583 -6.730734 -9.731458 0.8721 -0.2072 0.2328 0.000
H -17.438225 -2.030644 -0.951009 1.1284 -0.1360 0.9975 0.000
H -17.576444 -7.656502 -11.072034 0.2401 0.6091 0.4157 0.000
H -25.164228 -0.910829 -9.888580 0.2249 0.0515 -0.6028 0.000
H -23.864363 -1.328618 -4.175881 -0.2103 0.0785 0.2387 -0.001
H -19.315576 -4.273352 -4.266795 -0.1335 0.0895 0.0272 0.014
H -20.601559 2.967428 -8.538996 0.7493 -0.0702 -0.2452 0.000
H -20.514644 -2.585465 -9.846542 0.3046 -0.0883 -0.9612 -0.001
H -22.681471 0.129839 -5.670041 -0.2011 0.3789 -0.6658 0.004
H -20.996221 -8.177236 -4.907684 0.4594 0.0337 -0.6529 0.000
H -17.156243 2.168303 -3.937982 0.0372 -1.0194 0.1257 -0.002
H -16.603213 -1.796307 -10.493015 -0.4553 0.3807 0.2274 0.001
H -16.439707 -5.746799 -8.682496 0.3055 -0.3102 0.3546 -0.001
H -20.443077 -5.599351 -4.093785 -0.3234 -1.2353 1.1927 0.026
H -14.139359 -4.156926 -7.534731 0.0572 0.0649 -0.5107 0.000
H -23.893143 -1.339717 -6.477987 0.9734 0.1118 -0.0872 0.000
H -18.758550 -7.951580 -2.416344 0.0166 0.0939 1.2395 0.000
H -23.065910 -4.044349 -5.617941 -0.5241 -0.0751 -2.1105 -0.001
H -15.190477 -3.233441 -5.484193 -0.3891 0.4434 0.8716 -0.001
H -17.875735 -1.532660 -9.183229 0.1727 0.8285 0.2575 0.012
H -22.250789 1.345268 -4.489676 0.5036 -0.7255 -0.0970 0.001
H -19.240248 2.348139 -9.619491 -0.6107 0.1852 0.2686 0.000
H -25.177527 -0.066940 -8.338307 -0.1124 -0.2536 0.1599 0.000
H -21.044607 -0.716809 -3.326405 0.5699 0.2724 0.7554 0.002
H -16.943598 0.409173 -3.930511 0.1976 -0.5314 0.0116 0.005
H -20.272712 0.122780 -9.483405 -0.1927 -0.4089 0.4627 -0.001
H -21.243641 -4.852303 -8.760272 0.1062 0.1709 0.0373 0.002
H -14.641390 -5.794053 -6.926189 -0.1088 0.2939 -0.3386 0.000
H -22.949997 -5.304144 -4.421073 0.2516 -0.2160 -0.0099 0.000
H -21.321898 1.280129 -10.163029 -0.2234 0.0418 -0.0479 0.000
H -15.854471 -0.588829 -7.838548 -1.1558 0.7493 1.2557 -0.004
H -22.049862 -6.988642 -0.775455 0.5600 0.0791 -0.3308 0.000
H -17.702637 -3.024919 -9.927532 0.1206 -0.4651 -0.1442 -0.001
H -15.281901 -3.386968 -9.073021 -1.5554 1.5699 0.7271 0.001
H -17.111827 -5.624401 -5.788697 0.0688 0.3448 1.1565 -0.004
H -25.474449 -1.891248 -8.464873 -0.6992 0.9647 -0.0901 0.000
H -18.637597 -8.561785 -6.613342 -0.8583 0.4008 -0.3874 0.000
H -21.370669 -3.495613 -3.227654 -0.2258 0.3219 -0.7952 -0.001
H -20.372934 -7.419341 -0.319896 -0.5472 0.8186 -1.1413 0.000
H -19.799293 -10.625779 -5.999884 -0.3159 -0.1191 -0.1659 0.000
H -22.966752 -1.816439 -10.578609 0.9355 -0.2156 1.0318 0.000
H -21.161565 -8.754704 -1.988063 -0.9484 -2.7774 0.1948 0.000
H -19.739148 -10.369160 -7.794743 0.0240 0.4726 1.2391 0.000
H -20.241008 -4.970772 -5.621859 0.2065 0.2657 -0.0677 -0.018
H -14.960173 -0.744956 -9.173259 0.6103 -0.5396 -0.2689 0.002
H -21.706100 0.783501 -8.541328 0.5124 -0.2130 0.2311 0.000
H -16.760293 -7.984378 -9.481153 -0.8809 -0.2231 -0.4588 0.000
H -21.191328 -10.064381 -7.037712 -1.2805 -0.2584 0.5935 0.000
H -20.218942 -7.900255 -7.216673 -0.1085 0.6014 -0.7689 0.000
H -23.551053 -0.146401 -2.855663 0.5082 -0.7821 -0.3802 0.000
H -17.093495 -4.549971 -4.263127 -0.0724 -0.0157 -0.4727 0.015
H -21.669236 -7.538955 -3.094973 -0.2948 0.2216 -0.7490 0.000
H -15.839623 -5.784455 -4.554972 -0.4088 0.6422 -0.3409 0.000
H -13.571010 -4.754689 -5.959499 -1.3205 0.0128 -1.0244 0.000
H -23.021404 -1.913129 -2.708302 -0.5929 0.8363 -0.3015 0.000
H -18.511442 -8.576643 -9.973792 1.4187 0.8061 0.5488 0.000
H -20.716036 -5.920355 -1.437139 -0.2620 -1.1763 0.7936 0.000
H -23.657080 -3.739399 -4.056786 0.7673 -0.2408 -0.1882 0.000
H -20.931070 0.570227 -5.524295 -1.1864 -0.0948 0.5482 0.010

2.
114
Properties=species:S:1:pos:R:3:forces:R:3:mulliken_charge:R:1 method="wB97M-V/def2-TZVPD" total_charge=-1 homo_ev=-2.578 gap_ev=4.4316
Rb -0.368081 -0.020095 0.728958 -0.0312 -0.5348 -0.4481 1.544
S 0.835664 2.440023 5.510559 -0.0109 -0.0147 -0.0129 -0.330
S 3.993978 -0.562644 0.927576 0.0356 0.0479 0.0274 -0.245
Si -3.107752 -2.042125 -0.585276 0.0599 0.0350 -0.1468 -1.305
O 3.264873 1.497699 -3.389140 0.0503 0.0478 -0.0995 -0.837
O -1.086599 2.298245 -0.905836 -0.0492 0.0047 0.0941 0.420
O 0.598365 2.175905 -3.889495 -0.1715 0.0525 0.0677 -0.636
O -2.212062 1.641620 1.627161 -0.1955 0.3442 0.2813 -0.725
O -1.239722 3.638720 1.982337 -0.0013 0.0580 0.0194 -0.745
O 0.519979 0.638599 -2.272330 -0.0881 -0.0559 0.1733 0.224
O 1.043199 -2.075685 2.321785 0.0482 0.0189 0.0120 -0.333
N 1.418538 -2.407955 -0.355111 -0.0697 0.0446 -0.0171 0.762
N 2.917461 1.845667 0.743741 -0.0678 -0.1487 -0.0755 2.027
N 2.084423 1.493847 3.529163 -0.0300 0.0067 -0.0284 -0.221
N -1.350549 1.366993 4.278713 -0.1229 0.0621 -0.2319 -0.394
N 0.778227 1.144776 3.310917 0.0048 0.1598 -0.0244 -0.040
N 3.265526 0.721703 -1.276995 0.1058 0.0519 -0.1118 0.691
C 3.368361 0.758870 0.127738 -0.0072 0.0617 0.0258 -0.788
C -4.354676 -4.639598 0.424846 0.0078 0.0024 0.0093 -1.866
C 2.293788 2.151185 4.612206 -0.0216 0.0091 0.0490 0.083
C 1.786095 -4.753195 -0.135438 0.0066 0.0026 0.0015 -0.919
C -3.716366 -1.242602 -3.303408 0.0030 0.0011 -0.0080 -2.190
C 5.613838 2.495957 -0.910322 -0.0364 -0.0218 0.0152 -0.015
C 6.539989 3.498141 -0.661747 0.0038 0.0196 0.0148 -0.728
C -2.020200 3.121174 -0.208552 -0.0040 0.0011 -0.0207 -1.032
C -4.817201 0.266667 -0.505789 -0.0018 -0.0070 0.0030 -1.981
C 5.494224 4.888814 -2.322824 -0.0062 0.0172 0.0122 -0.656
C 3.245810 4.874348 1.139348 0.0347 -0.0175 -0.0094 -1.212
C 2.010669 2.869120 0.201155 0.0855 -0.0553 0.0067 0.606
C -4.162562 -3.649384 -2.965515 0.0118 0.0043 -0.0022 -1.852
C 1.773730 -4.905954 -1.508943 0.0009 -0.0043 0.0080 -0.448
C 4.701004 2.436312 3.971511 -0.0198 0.0357 -0.0169 -0.693
C -1.988752 -4.683848 -0.299604 -0.0138 -0.0077 -0.0026 -2.150
C -6.147785 -1.823688 -0.705779 0.0031 0.0012 0.0077 -1.846
C 1.632089 -3.280204 1.903003 -0.0131 -0.0062 -0.0467 -1.037
C -1.844700 -2.777395 -3.076001 0.0042 0.0206 -0.0040 -1.763
C 4.625311 2.692834 -1.868935 -0.0147 0.0264 0.0264 0.458
C -5.014173 -1.221822 1.410554 -0.0023 -0.0094 -0.0043 -2.206
C -2.575382 -3.572129 1.787487 0.0119 -0.0113 -0.0016 -1.924
C 1.604193 -3.483533 0.402711 0.0027 0.0226 0.0058 0.587
C -3.068000 -3.811665 0.351751 -0.0039 -0.0074 -0.0184 2.774
C -1.813830 2.791058 1.283384 -0.1046 0.1312 0.0703 0.630
C 0.051792 1.610722 -2.806483 0.0754 0.0772 -0.1299 0.429
C -1.173090 2.346893 -2.300585 0.0529 -0.0494 0.0014 -0.716
C 3.646710 2.609586 5.059793 0.0244 -0.0506 0.0115 -0.461
C 4.577961 3.885003 -2.584847 -0.0320 -0.0032 -0.0014 -0.630
C -3.254125 -2.490072 -2.541798 -0.0456 -0.0204 0.0186 2.775
C -0.017182 1.583016 4.248132 0.1101 -0.0809 -0.0049 0.228
C -4.869071 -1.220048 -0.116741 0.0043 -0.0052 0.0143 2.589
C 1.394695 -2.565668 -1.678726 -0.0039 -0.0224 -0.0108 -0.096
C 1.956098 4.064881 1.136244 -0.0409 0.0035 0.0038 -0.255
C 1.573387 -3.787435 -2.303520 0.0027 0.0004 -0.0016 -0.996
C 6.476018 4.695759 -1.358994 -0.0090 -0.0090 0.0092 -0.347
C 3.649618 1.620864 -2.235587 0.0271 -0.1226 0.1634 0.196
H -3.586768 -1.393327 -4.385942 0.0018 0.0000 0.0008 0.564
H -3.250750 -2.948712 2.372480 -0.0075 0.0098 0.0051 0.303
H 3.190062 5.700549 1.849796 0.0097 -0.0015 0.0057 0.418
H -7.032811 -1.300689 -0.309821 -0.0010 -0.0002 -0.0008 0.525
H 1.896417 -5.885321 -1.954340 0.0004 0.0006 0.0005 0.365
H 1.461973 1.738090 -4.023894 0.1138 -0.0933 -0.0038 0.575
H -5.736256 0.772959 -0.171679 -0.0005 -0.0001 0.0030 0.522
H -3.122984 -0.367939 -3.015459 -0.0115 -0.0071 0.0004 0.022
H 3.816310 4.006452 -3.344269 0.0032 0.0039 -0.0008 0.472
H -3.042342 2.885134 -0.522508 0.0072 -0.0336 0.0037 0.423
H 2.892948 -0.145711 -1.640775 -0.0639 0.0076 0.0056 0.229
H -1.794221 4.176122 -0.391707 -0.0176 -0.0013 -0.0430 0.433
H 5.446380 5.821027 -2.870702 -0.0008 -0.0028 -0.0009 0.393
H 1.198294 -1.671189 -2.260548 -0.0175 -0.0047 -0.0110 0.183
H 3.588969 3.653626 5.378276 -0.0105 0.0019 -0.0180 0.316
H 5.673167 1.559164 -0.369549 0.0059 0.0006 -0.0033 0.358
H -2.470621 -4.533805 2.314126 0.0018 -0.0024 0.0038 0.481
H 4.747197 1.401890 3.632444 0.0089 -0.0138 -0.0018 0.215
H -4.766977 -1.008600 -3.130885 0.0031 0.0018 -0.0021 0.389
H 1.560132 -1.354159 1.936404 0.2818 -0.0908 0.1851 -0.073
H 2.899585 1.741886 1.764696 0.0143 0.0466 0.0094 -1.170
H -4.180100 -3.741362 -4.063664 -0.0026 -0.0007 0.0016 0.516
H -3.969086 0.753804 -0.019578 0.0120 0.0143 0.0100 0.148
H 1.525100 -3.858835 -3.381381 0.0022 0.0043 0.0009 0.460
H 1.911170 -5.605475 0.521243 0.0008 -0.0004 0.0018 0.473
H -1.057016 -4.125037 -0.430539 0.0061 0.0008 0.0007 0.128
H 1.703076 3.716301 2.140417 -0.0015 0.0041 -0.0138 -0.095
H 1.076009 -4.086987 2.383401 -0.0090 0.0033 -0.0031 0.472
H 7.312402 3.341497 0.080131 -0.0028 -0.0024 -0.0012 0.442
H 1.012799 2.455182 0.066082 -0.0341 -0.0305 0.0451 -0.546
H 7.194851 5.479177 -1.154800 0.0018 0.0000 -0.0014 0.385
H -5.132366 -4.135412 1.000649 -0.0013 -0.0036 -0.0015 0.316
H -4.122523 -0.809970 1.892109 -0.0006 0.0007 0.0056 0.158
H -1.596755 -3.082473 1.789357 -0.0060 0.0076 -0.0078 0.174
H 4.468806 3.056236 3.102609 0.0178 -0.0445 0.0891 -0.134
H 1.106928 4.681593 0.837447 0.0139 0.0021 -0.0104 0.466
H 3.445764 5.293243 0.150290 0.0124 0.0083 -0.0251 0.331
H -1.778541 1.367707 3.322156 0.0973 0.0273 0.1271 0.204
H 2.359510 3.184099 -0.781664 0.0272 0.0563 -0.0058 0.053
H -6.184284 -1.730813 -1.792678 -0.0003 -0.0009 0.0024 0.301
H 5.681504 2.730028 4.347429 0.0026 -0.0027 -0.0032 0.468
H -2.289962 -5.068051 -1.275333 0.0045 0.0005 0.0049 0.322
H -1.770055 -5.553401 0.339817 0.0039 -0.0004 0.0022 0.610
H -2.074005 1.837356 -2.669359 -0.0021 0.0088 0.0052 0.200
H -4.732318 0.421936 -1.581847 -0.0023 0.0047 0.0017 0.321
H -1.388676 -3.658374 -2.626122 0.0012 -0.0090 0.0012 0.311
H -5.192081 -3.511090 -2.632297 -0.0029 -0.0002 0.0029 0.211
H -6.256889 -2.881734 -0.461400 -0.0026 -0.0020 -0.0018 0.227
H -4.161909 -5.604553 0.920758 -0.0013 -0.0017 0.0001 0.495
H -1.165977 3.375323 -2.676374 0.0020 -0.0047 -0.0004 0.374
H -1.855617 1.960554 4.917170 -0.0081 -0.0066 -0.0168 0.273
H -1.183192 -1.929448 -2.877447 0.0052 -0.0057 0.0010 -0.188
H 3.926462 2.033431 5.947015 0.0187 0.0198 0.0067 0.347
H -1.877170 -2.937735 -4.165777 -0.0017 0.0020 0.0044 0.539
H -5.867980 -0.593269 1.704186 0.0018 0.0024 0.0021 0.553
H -5.193544 -2.219895 1.812662 0.0024 -0.0007 0.0069 0.391
H -4.763727 -4.855243 -0.563590 0.0001 -0.0020 -0.0049 0.261
H -3.814786 -4.605901 -2.572135 -0.0057 -0.0003 -0.0031 0.326
H 4.108038 4.257408 1.405360 -0.0252 0.0315 -0.0338 0.016
H 2.674685 -3.345518 2.243103 -0.0035 -0.0074 0.0001 0.341

Total energy (eV)
-143359.607, -92823.493
Strongest force on any atom (eV Å⁻¹)
3.46, 0.70
Relative energy (zero: lowest compared OMol25 entry of this formula, charge and spin) (kcal per mole)
0.0, 6.4